No. 1
55
Properties=species:S:1:pos:R:3:forces:R:3 method="wB97M-V/def2-TZVPD" spin_multiplicity=3 s2=2.041 homo_ev="-14.607 / -14.598" homo_lumo_gap_ev="8.32 / 5.58" relative_energy_kcal_mol=23.8 e_lumo_ev="-6.28 / -9.02" largest_force_ev_per_a=2.6 charge=+2
Au -2.53889 5.07490 17.58626 -0.1 0.0 -0.1
Br 1.37739 10.93264 15.52592 -0.5 -0.2 0.2
C 0.37719 9.90432 16.73864 1.8 0.3 0.0
C 1.03184 9.57028 17.95623 -1.4 0.4 -0.3
C 0.28184 8.92914 18.88207 0.4 -0.3 -0.4
C -1.03290 8.51054 18.57348 0.0 -0.8 -0.2
C -1.57206 8.60934 17.25914 -0.7 1.3 0.4
C -0.88144 9.43692 16.39718 -0.7 -0.7 -0.2
N -1.65434 7.85118 19.51781 -0.7 -0.2 0.2
C -2.16294 7.84756 20.66165 -0.4 0.9 1.4
C -2.47669 6.55948 21.36993 -0.5 2.3 -1.0
C -3.02483 6.53250 22.62333 -0.6 0.6 1.8
C -3.25385 5.28531 23.20311 0.4 0.4 1.5
C -3.02118 4.17657 22.43808 0.3 -1.1 0.7
C -2.49644 4.33638 21.19662 -0.4 -0.1 -2.1
N -2.28665 5.51569 20.61441 0.9 -2.0 -0.3
H 1.99477 9.94718 18.18525 0.8 0.1 0.0
H 0.63917 8.60685 19.82839 0.5 0.1 0.7
H -2.61324 8.26741 17.11641 0.8 0.1 -0.3
H -1.26186 9.73309 15.43686 -0.3 -0.1 -0.2
H -2.37228 8.84168 21.19461 0.2 -1.3 -0.8
H -3.31266 7.43149 23.21175 0.6 -0.6 -0.7
H -3.41135 5.19953 24.29698 -0.6 0.1 -0.9
H -3.12158 3.13388 22.72285 -0.2 0.3 0.6
H -2.36074 3.43076 20.60645 0.3 0.3 -0.2
C -5.91418 6.69894 19.96514 -1.4 1.3 -0.4
Si -5.96694 5.25815 18.69205 -0.9 0.0 2.2
C -7.06977 5.22164 17.19747 -0.4 2.6 0.1
C -6.55620 3.87985 19.93774 1.2 0.3 -1.9
O -4.45931 4.78701 18.05186 -0.2 0.3 0.4
H -6.86894 7.28548 20.31277 1.3 -1.4 -1.3
H -5.24061 7.47778 19.64094 0.4 0.5 -0.1
H -5.55269 6.34272 20.91642 0.4 -0.5 0.2
H -8.09944 5.54969 17.47185 0.7 -0.4 0.0
H -7.06445 4.27674 16.77689 -0.2 -2.2 -0.5
H -6.76963 5.86087 16.36008 0.2 0.2 0.3
H -7.42355 4.14245 20.50502 -0.4 0.4 0.3
H -5.71940 3.56042 20.51753 0.5 0.1 0.9
H -6.74471 3.05386 19.29711 -0.6 -1.0 -0.5
N -0.67338 5.30985 16.82038 -0.1 -0.3 0.4
C 0.22822 5.08440 16.11936 -1.0 0.7 0.1
N 1.17677 5.00279 15.27265 0.8 1.1 -0.9
C 2.10835 3.89711 15.27845 -0.4 -1.5 1.1
C 1.88789 3.13270 13.98847 1.4 0.3 -0.5
O 2.08006 4.04737 12.89845 -0.6 -0.4 -0.4
C 1.00712 4.96634 12.81435 -0.8 0.4 0.8
C 1.21876 5.89819 14.02867 0.6 -0.9 0.8
H 1.83127 3.25539 16.15586 0.5 0.4 -0.7
H 3.15330 4.23894 15.40102 -0.6 0.0 -0.2
H 0.95133 2.57641 13.91559 -0.2 0.3 0.1
H 2.69323 2.41429 13.90910 0.1 -0.3 -0.2
H 0.02949 4.41822 12.80106 0.6 0.5 0.3
H 0.99424 5.59050 11.91633 0.6 -0.4 -0.1
H 0.51940 6.68699 14.27337 -0.2 0.2 -0.6
H 2.27518 6.28629 13.94394 -1.2 -0.3 0.3

No. 2
54
Properties=species:S:1:pos:R:3:forces:R:3 method="wB97M-V/def2-TZVPD" spin_multiplicity=4 s2=3.790 homo_ev="-21.061 / -21.212" homo_lumo_gap_ev="8.01 / 5.92" relative_energy_kcal_mol=0.0 e_lumo_ev="-13.05 / -15.29" largest_force_ev_per_a=0.6 charge=+4
Tc 0.43304 0.18042 0.17848 0.1 -0.1 0.6
C -1.23183 2.71316 1.29079 0.0 -0.1 0.0
O -0.83636 1.31234 1.44582 -0.1 -0.1 -0.1
C -0.82705 0.89150 2.84404 0.0 0.1 0.0
C -0.59913 -0.59543 2.85201 0.1 -0.1 0.0
O 0.49772 -0.92350 1.94276 0.0 0.0 -0.1
C 1.85401 -0.99197 2.48317 -0.1 0.0 0.0
C 2.48532 0.38058 2.44009 0.0 0.1 0.0
O 2.05928 1.02766 1.19752 0.1 0.0 -0.1
C 2.55408 2.40582 1.09580 0.0 -0.1 0.0
H -2.19393 2.85315 1.77855 0.0 0.0 0.0
H -1.31154 2.91167 0.22711 0.0 0.0 0.0
H -0.48215 3.35666 1.74730 0.0 0.0 0.0
H -1.79424 1.12452 3.29172 0.0 0.0 0.0
H -0.05523 1.45565 3.36897 0.0 0.0 0.0
H -1.46023 -1.13661 2.46416 0.0 0.0 0.0
H -0.37183 -0.96511 3.85121 0.0 0.0 0.0
H 2.37453 -1.70306 1.84613 0.0 0.0 0.0
H 1.82420 -1.39246 3.49555 0.0 0.0 0.0
H 3.57260 0.29159 2.43150 0.0 0.0 0.0
H 2.19721 1.02118 3.27381 0.0 0.0 0.0
H 3.61623 2.40777 1.33110 0.0 0.0 0.0
H 2.01183 3.03436 1.79963 0.0 0.0 0.0
H 2.39817 2.72946 0.07244 0.0 0.0 0.0
Br -6.98109 -1.03590 -0.84918 -0.4 0.0 0.0
C -5.18774 -1.07145 -0.79548 0.3 0.0 0.0
C -4.45401 0.14883 -0.74073 0.1 -0.1 0.0
C -3.08466 0.10149 -0.70937 0.0 0.0 -0.1
C -2.41842 -1.13535 -0.75886 0.2 0.0 0.0
C -3.14042 -2.34471 -0.78546 0.0 0.0 0.1
C -4.51036 -2.32394 -0.80651 0.0 0.1 0.0
N -0.98727 -1.13541 -0.80302 -0.1 0.0 0.1
C -0.39593 -2.06575 -1.48329 0.0 0.0 -0.1
C 1.04872 -2.09458 -1.57949 -0.1 0.1 0.1
C 1.71942 -3.04115 -2.32037 0.1 0.0 -0.1
C 3.11604 -2.96578 -2.40069 -0.1 -0.1 0.0
C 3.75977 -1.93616 -1.74931 0.0 0.1 0.1
C 3.01427 -1.00840 -1.01559 0.0 -0.1 -0.1
N 1.68880 -1.08978 -0.91922 0.1 -0.1 0.0
H -4.98275 1.09321 -0.74287 0.0 0.0 0.0
H -2.51514 1.02018 -0.70466 0.0 0.0 0.0
H -2.64383 -3.30580 -0.75664 0.1 0.0 0.0
H -5.07699 -3.24659 -0.82685 0.0 0.0 0.0
H -0.96317 -2.80592 -2.04059 0.0 0.0 0.0
H 1.17234 -3.82283 -2.83308 0.0 0.0 0.0
H 3.67303 -3.69745 -2.97267 0.0 0.0 0.0
H 4.83576 -1.82840 -1.79518 0.0 0.0 0.0
H 3.49566 -0.18706 -0.50274 0.0 0.0 0.0
C 0.53734 3.22489 -3.34702 0.0 -0.1 0.1
C 0.48227 2.26714 -2.25187 0.0 0.1 -0.2
N 0.43842 1.50970 -1.38770 0.0 0.2 -0.1
H 1.56957 3.53622 -3.51345 0.0 0.0 0.0
H -0.07473 4.09502 -3.10377 0.0 0.0 0.0
H 0.15041 2.75639 -4.25404 0.0 0.0 0.0

No. 3
54
Properties=species:S:1:pos:R:3:forces:R:3 method="wB97M-V/def2-TZVPD" homo_ev=-14.015 homo_lumo_gap_ev=8.11 e_lumo_ev=-5.90 largest_force_ev_per_a=0.6 charge=+2
Sc -0.23590 -0.14103 -0.10434 -0.1 0.2 0.6
C 1.77833 -1.59537 1.79773 -0.1 0.0 0.0
C 0.49370 -2.28141 2.23975 0.1 0.1 0.0
O -0.53453 -1.90000 1.31745 0.1 -0.3 -0.1
C -1.83740 -2.35713 1.69638 -0.2 0.1 0.0
C -2.84265 -1.74271 0.73217 0.1 0.0 0.0
O -2.47357 -0.40107 0.36554 0.1 0.0 0.1
C -3.00840 0.66109 1.18277 0.1 0.1 0.1
C -2.12560 0.89326 2.39414 -0.1 -0.1 0.0
O -0.77887 0.82134 1.92781 0.0 0.1 -0.1
C 0.21996 0.97856 2.93563 0.1 -0.1 0.0
C 1.55887 0.82039 2.24144 -0.1 0.1 0.0
O 1.52491 -0.27178 1.29533 -0.2 0.0 0.1
H 2.23740 -2.14032 0.97486 0.0 0.0 0.0
H 2.48959 -1.55577 2.62163 0.1 0.0 0.0
H 0.19546 -1.98637 3.24757 -0.1 0.0 0.0
H 0.63137 -3.36437 2.22523 0.0 0.0 0.0
H -2.02984 -2.06173 2.73005 0.1 0.0 0.0
H -1.88779 -3.44572 1.63436 0.0 0.0 0.0
H -3.83848 -1.75058 1.17245 0.0 0.0 0.0
H -2.87570 -2.30761 -0.19533 0.0 0.0 0.0
H -4.02795 0.42665 1.48494 0.0 0.0 0.0
H -3.02538 1.53819 0.54160 0.0 0.0 -0.1
H -2.28553 0.13731 3.16817 0.0 0.0 0.0
H -2.33140 1.87474 2.82539 0.0 0.0 0.0
H 0.06726 0.23284 3.72062 0.0 0.0 0.0
H 0.15766 1.97107 3.38572 0.0 0.0 0.0
H 2.35676 0.66334 2.96593 0.0 0.0 0.0
H 1.78036 1.70487 1.64872 0.0 0.0 -0.1
C 3.01093 -1.36994 -2.94907 0.1 0.0 0.0
C 3.23118 -0.19706 -3.66409 -0.1 0.0 0.0
C 2.53204 0.94286 -3.32094 0.1 0.0 -0.1
C 1.60699 0.91101 -2.28134 0.0 0.0 0.1
N 1.38179 -0.24071 -1.60879 0.3 0.0 -0.3
C 2.08223 -1.34051 -1.93901 -0.1 0.0 0.1
C 0.84202 2.09123 -1.82008 -0.2 0.1 0.1
C 1.05206 3.35293 -2.37298 0.1 -0.1 -0.1
C 0.39016 4.46008 -1.86784 0.0 0.0 0.0
C -0.48327 4.31467 -0.80114 0.0 0.0 0.0
C -0.70834 3.05280 -0.26506 0.0 0.1 -0.1
C -0.07727 1.91073 -0.76210 0.1 -0.2 0.0
H 3.54771 -2.28174 -3.17063 0.0 0.0 0.0
H 3.94298 -0.17489 -4.47867 0.0 0.0 0.0
H 2.71157 1.85988 -3.85968 0.0 0.0 0.0
H 1.87127 -2.23763 -1.36807 -0.1 0.0 0.0
H 1.73698 3.49035 -3.19922 0.0 0.0 0.0
H 0.56439 5.43553 -2.30264 0.0 0.0 0.0
H -0.98633 5.17828 -0.38443 0.0 0.0 0.0
H -1.39842 2.98586 0.56912 0.0 0.0 0.0
Cl -1.38066 -1.41187 -2.33727 -0.2 -0.1 -0.1
C -1.28186 -3.19388 -2.58093 0.1 -0.2 0.0
Cl -0.58011 -4.05425 -1.21699 0.0 0.1 0.0
H -0.66718 -3.35740 -3.45643 0.0 0.1 0.0
H -2.29354 -3.54701 -2.73542 -0.1 0.1 0.0

No. 4
55
Properties=species:S:1:pos:R:3:forces:R:3 method="wB97M-V/def2-TZVPD" smiles="CCOC(=O)N1CCN([C@H]2CCCN(C(=O)c3ccccc3C(F)(F)F)C2)CC1" homo_ev=-8.243 homo_lumo_gap_ev=8.87 relative_energy_kcal_mol=1.7 e_lumo_ev=0.63 largest_force_ev_per_a=0.6
C 4.90354 -4.70671 -3.17337 -0.3 0.0 0.3
C 3.90949 -5.25735 -2.16072 0.2 -0.4 -0.4
H 3.25781 -5.99692 -2.63746 0.1 0.1 0.2
H 4.42325 -5.70762 -1.30832 -0.1 0.0 -0.1
O 3.10507 -4.22450 -1.59781 -0.2 0.3 0.1
C 2.04470 -3.83324 -2.34637 0.1 0.0 0.1
O 1.72479 -4.35578 -3.39015 0.0 -0.3 -0.3
N 1.39665 -2.78240 -1.79950 0.0 0.1 0.1
C 1.67228 -2.22392 -0.49457 0.0 -0.1 0.4
H 2.57130 -2.68306 -0.08880 -0.1 0.1 0.0
C 0.46884 -2.48634 0.42537 0.3 0.1 -0.1
N -0.78209 -1.96291 -0.09668 -0.1 0.0 0.2
C -0.97565 -0.51416 -0.06020 -0.1 0.1 0.0
C -2.49357 -0.19950 -0.07642 0.0 0.1 0.0
C -3.00103 0.26275 1.28678 0.1 0.1 -0.2
H -2.83593 -0.52717 2.01889 -0.1 0.0 0.1
C -2.28741 1.54830 1.71273 -0.5 0.1 0.3
N -0.89398 1.47509 1.32529 0.0 -0.2 -0.1
C -0.13975 2.52744 0.95943 -0.1 0.1 0.0
O 0.98896 2.42620 0.51719 0.2 0.1 -0.2
C -0.78154 3.88329 1.09642 0.2 0.3 0.1
C -1.21273 4.52038 -0.06261 0.0 -0.1 0.1
C -1.73730 5.79878 -0.01576 0.0 0.0 0.0
C -1.82660 6.46869 1.19365 0.0 0.0 0.1
C -1.38634 5.85769 2.35252 0.0 -0.1 0.0
C -0.86106 4.57055 2.30528 0.0 -0.1 -0.1
C -0.42757 3.95777 3.60759 -0.1 -0.2 0.5
F 0.41877 2.93009 3.49800 0.1 0.0 -0.3
F 0.16034 4.85100 4.41807 0.1 0.3 -0.1
F -1.49142 3.48272 4.30238 -0.2 0.0 -0.1
H -1.43894 6.37469 3.29856 0.0 0.0 0.1
H -2.23125 7.46780 1.23483 0.0 0.1 0.0
H -2.07117 6.27563 -0.92472 0.0 0.0 -0.1
H -1.12667 3.99933 -1.00423 0.0 0.0 -0.1
C -0.35656 0.14099 1.18374 0.3 -0.2 -0.3
H 0.72480 0.24147 1.08430 -0.1 -0.1 0.1
H -0.59165 -0.42721 2.08557 0.0 -0.1 0.0
H -2.74723 2.41232 1.22349 0.0 -0.1 0.1
H -2.37655 1.68400 2.79762 0.0 0.1 -0.1
H -4.07411 0.45095 1.24042 0.0 0.0 0.1
H -2.70039 0.57905 -0.81348 -0.1 0.0 -0.1
H -3.04191 -1.09478 -0.36501 0.0 0.0 -0.1
H -0.51501 -0.02849 -0.93631 0.0 0.0 0.1
C -1.00581 -2.53093 -1.41927 0.1 0.0 -0.2
H -1.91381 -2.11121 -1.85238 -0.1 0.0 0.0
C 0.16496 -2.30675 -2.38962 -0.3 -0.1 -0.1
H 0.00115 -2.85481 -3.31792 0.0 0.1 0.1
H 0.27398 -1.24071 -2.61898 0.0 0.0 0.0
H -1.15292 -3.60698 -1.28794 0.0 0.0 -0.1
H 0.66292 -2.08528 1.41779 0.0 0.0 0.0
H 0.33646 -3.56936 0.51981 0.1 0.0 0.1
H 1.83794 -1.14577 -0.60312 0.0 0.0 0.0
H 5.54471 -5.50825 -3.52894 0.1 -0.1 -0.1
H 5.51741 -3.93370 -2.71687 0.1 0.0 0.0
H 4.36783 -4.28119 -4.01818 0.0 0.0 -0.1

No. 5
55
Properties=species:S:1:pos:R:3:forces:R:3 method="wB97M-V/def2-TZVPD" smiles="C[C@@H]1CN(C(=O)c2n[nH]cc2-c2ccncc2)CC[C@@H]1N(C)C(=O)COCCF" homo_ev=-8.951 homo_lumo_gap_ev=9.56 relative_energy_kcal_mol=13.4 e_lumo_ev=0.61 largest_force_ev_per_a=0.2
C 0.10354 -0.99736 2.67325 0.0 0.0 0.0
C -0.51785 -1.59682 1.42007 0.0 0.0 0.0
C -0.24205 -3.09909 1.33982 0.0 0.0 0.0
N -0.82275 -3.63459 0.11756 0.0 0.0 0.0
C -2.01652 -4.26413 0.17360 0.0 0.0 0.0
O -2.58940 -4.54307 1.21736 0.0 0.0 0.0
C -2.67158 -4.58334 -1.14043 0.0 0.0 0.0
N -2.46692 -5.73393 -1.75094 0.0 0.0 0.0
N -3.23568 -5.67378 -2.84812 0.0 0.0 0.0
C -3.91339 -4.51595 -2.95632 0.0 0.0 0.0
C -3.57832 -3.75950 -1.85517 0.0 0.0 0.0
C -4.01241 -2.39782 -1.52301 0.0 0.0 0.0
C -4.22382 -1.44462 -2.51652 0.0 0.0 0.0
C -4.57701 -0.15535 -2.15433 0.0 0.0 0.0
N -4.72406 0.24634 -0.89341 0.0 0.0 0.0
C -4.53410 -0.67249 0.05163 0.0 0.0 0.0
C -4.18795 -1.99070 -0.20208 0.0 0.0 0.0
C -0.21224 -3.10069 -1.09218 0.0 0.0 0.0
C -0.43630 -1.59028 -1.16485 0.0 0.0 0.0
C -0.16297 -0.80456 0.13546 0.0 0.0 -0.1
N 1.14767 -0.12029 0.14760 0.0 0.0 0.2
C 1.07722 1.33175 0.20234 0.0 0.0 0.0
C 2.30368 -0.81420 0.15040 0.0 0.0 -0.2
O 2.34071 -2.03666 0.14319 0.0 0.0 0.1
C 3.61805 -0.04218 0.14272 0.0 0.0 0.0
O 3.69511 0.76303 -1.01399 0.0 0.0 0.0
C 4.94623 1.40260 -1.13432 0.0 0.0 0.0
C 4.98127 2.17527 -2.42223 0.0 0.0 0.0
F 5.06240 1.30956 -3.50378 0.0 0.0 0.0
H 1.18816 -1.12018 2.66938 0.0 0.0 0.0
H -0.12019 0.06710 2.76673 0.0 0.0 0.0
H -0.28487 -1.49699 3.56178 0.0 0.0 0.0
H -1.60793 -1.50843 1.50233 0.0 0.0 0.0
H 0.82688 -3.30175 1.33540 0.0 0.0 0.0
H -0.70778 -3.60186 2.18422 0.0 0.0 0.0
H -3.26545 -6.46497 -3.46584 0.0 0.0 0.0
H -4.58770 -4.32276 -3.77377 0.0 0.0 0.0
H -4.08310 -1.69396 -3.56068 0.0 0.0 0.0
H -4.73769 0.59830 -2.91773 0.0 0.0 0.0
H -4.66928 -0.33815 1.07486 0.0 0.0 0.0
H -4.06287 -2.69063 0.61394 0.0 0.0 0.0
H 0.84913 -3.33526 -1.06290 0.0 0.0 0.0
H -0.64804 -3.58456 -1.96364 0.0 0.0 0.0
H 0.16493 -1.16358 -1.97067 0.0 0.0 0.0
H -1.48429 -1.42331 -1.42640 0.0 0.0 0.0
H -0.85930 0.03565 0.12121 0.0 0.0 0.0
H 2.06169 1.77024 0.30887 0.0 0.0 0.0
H 0.63341 1.72811 -0.71381 0.0 0.0 0.0
H 0.46049 1.64180 1.04785 0.0 0.0 0.0
H 3.71716 0.56808 1.05295 0.0 0.0 0.0
H 4.40707 -0.79721 0.14632 0.0 0.0 0.0
H 5.10600 2.09873 -0.29791 0.0 0.0 0.0
H 5.75814 0.66531 -1.12420 0.0 0.0 0.0
H 4.07417 2.77088 -2.53793 0.0 0.0 0.0
H 5.85705 2.82645 -2.44653 0.0 0.0 0.0